Entry 1:
# C8H10NO3S

A 2-piece molecular cluster, C8H10NO3S overall at a distorted geometry (the ωB97M-V functional and the def2-TZVPD basis, the Open Molecules 2025 dataset).

```
23
C8H10NO3S, DFT the ωB97M-V functional and the def2-TZVPD basis
C -3.57682 0.29924 -1.66013
C -3.05422 -0.99264 -1.55589
C -1.67207 -1.17042 -1.37207
C -0.80311 -0.08062 -1.20083
C 0.73195 -0.22039 -0.95230
O 1.49606 0.57543 -1.57357
C -1.32017 1.20400 -1.45495
C -2.70623 1.39847 -1.64613
H -4.65699 0.46291 -1.70935
H -3.73671 -1.83976 -1.58258
H -1.29410 -2.18442 -1.31829
H 0.93980 -1.22273 -0.54902
H -0.64434 2.06867 -1.47477
H -3.09232 2.42349 -1.75601
C 2.81937 -0.21993 3.23125
S 2.82846 -0.18145 1.43277
N 1.29117 0.00340 0.97022
O 3.68711 0.94283 1.11120
O 3.23245 -1.50990 1.01250
H 3.84349 -0.35926 3.59487
H 2.43542 0.71037 3.65313
H 2.20587 -1.05465 3.56711
H 1.04593 0.94735 1.23283
```

The energy above the lowest of the compared OMol25 structures with the same formula, charge and spin comes out at 14.06 kcal per mole. The value obtained for the HOMO-LUMO gap is 0.2880 Eh. The calculation puts the energy at -989.500219 hartree. As for the net charge: -1.

=====

Entry 2:
# C8H10NO4S2

An isolated ion of composition C8H10NO4S2 and charge +1 at a distorted geometry (the ωB97M-V functional and the def2-TZVPD basis, the Open Molecules 2025 dataset).

```
25
C8H10NO4S2, DFT the ωB97M-V functional and the def2-TZVPD basis
C -0.83641 -0.83341 -0.91583
C 0.35528 1.04610 -0.08820
C 0.31688 -1.57514 -0.71474
C -0.82805 0.50936 -0.67247
C 1.47661 0.19652 0.05686
C 2.58384 -1.80306 0.17645
C 3.65846 -0.90873 -0.12585
C -3.80798 1.27129 1.11396
N 1.41272 -1.10366 -0.16363
O 2.94384 0.22053 2.23028
O -1.78810 2.73973 -1.57637
O -3.38377 0.84631 -1.43429
O -2.60340 1.82756 0.65352
S 3.05084 0.64029 0.85068
S -2.31502 1.59903 -0.90061
H -1.64625 -1.41492 -1.37115
H 0.41321 2.17954 -0.10269
H 0.19381 -2.61412 -0.76345
H 2.68816 -2.81990 -0.17092
H 2.47296 -1.83867 1.27312
H 4.73123 -1.19345 0.01174
H 3.57944 -0.62674 -1.21714
H -3.79441 1.19147 2.27714
H -4.24853 0.42634 0.60703
H -4.62535 2.03770 0.96656
```

The energy above the lowest of the compared OMol25 structures with the same formula, charge and spin comes out at 0.00 kcal per mole. The value obtained for the HOMO-LUMO gap is 0.3240 Eh. The calculation puts the energy at -1462.564389 hartree. As for the net charge: +1.

=====

Entry 3:
# C8H10NOP2

An isolated ion of composition C8H10NOP2 and charge +1 at a distorted geometry (the ωB97M-V functional and the def2-TZVPD basis, the Open Molecules 2025 dataset).

```
22
C8H10NOP2, DFT the ωB97M-V functional and the def2-TZVPD basis
C 0.24472 -0.86556 3.44528
C -0.40115 0.01988 2.89678
C -1.03575 1.11919 1.97311
P 0.01376 1.39210 0.43363
P 2.16982 1.09244 0.90860
O 2.46004 -0.40032 1.00387
C -0.37831 0.12743 -0.86256
C -1.38539 -0.98218 -0.76501
C -1.53460 -1.93112 -1.88853
N -0.87059 -2.01873 -3.10807
C 0.02777 -0.95781 -3.16374
C 0.34674 0.09748 -2.18127
H 0.81621 -1.79433 3.73161
H -1.11578 2.11997 2.51821
H -2.10553 0.80443 1.73324
H -0.11060 2.72122 -0.10469
H 2.89582 1.54279 -0.25744
H 2.55221 1.75749 2.11147
H -2.02135 -1.08827 0.15955
H -2.29527 -2.76428 -1.72470
H 0.64312 -0.93188 -4.12325
H 1.13870 0.86859 -2.40688
```

The value obtained for the HOMO-LUMO gap is 0.3147 Eh. The calculation puts the energy at -1123.103544 hartree. As for the net charge: +1.

=====

Entry 4:
# C8H10NP

One molecule with the formula C8H10NP at a distorted geometry (the ωB97M-V functional and the def2-TZVPD basis, the Open Molecules 2025 dataset).

```
20
C8H10NP, DFT the ωB97M-V functional and the def2-TZVPD basis
H -2.54957 2.45659 -0.28007
N -1.58335 2.18558 -0.24431
C -1.21940 0.99106 -0.45190
P -2.52302 -0.30937 -0.59541
C -2.08753 -1.33648 0.88333
C 0.25796 0.44463 -0.31745
C 1.14151 1.22739 0.41690
C 2.49825 0.79327 0.40941
C 2.95820 -0.33457 -0.27621
C 2.00290 -1.11283 -0.92721
C 0.66494 -0.78592 -0.80133
H -3.46635 0.49634 -0.06868
H -1.88728 -0.75702 1.68718
H -1.18411 -1.96947 0.73546
H -3.02519 -1.74903 1.22460
H 0.72813 2.19133 0.77416
H 3.28283 1.48146 0.96289
H 3.95915 -0.61084 -0.30171
H 2.21746 -2.02432 -1.49216
H -0.18552 -1.27780 -1.33748
```

The energy above the lowest of the compared OMol25 structures with the same formula, charge and spin comes out at 15.84 kcal per mole. The value obtained for the HOMO-LUMO gap is 0.3347 Eh. The calculation puts the energy at -706.878712 hartree.

=====

Repeat the third record exactly.
# C8H10NOP2

An isolated ion of composition C8H10NOP2 and charge +1 at a distorted geometry (the ωB97M-V functional and the def2-TZVPD basis, the Open Molecules 2025 dataset).

```
22
C8H10NOP2, DFT the ωB97M-V functional and the def2-TZVPD basis
C 0.24472 -0.86556 3.44528
C -0.40115 0.01988 2.89678
C -1.03575 1.11919 1.97311
P 0.01376 1.39210 0.43363
P 2.16982 1.09244 0.90860
O 2.46004 -0.40032 1.00387
C -0.37831 0.12743 -0.86256
C -1.38539 -0.98218 -0.76501
C -1.53460 -1.93112 -1.88853
N -0.87059 -2.01873 -3.10807
C 0.02777 -0.95781 -3.16374
C 0.34674 0.09748 -2.18127
H 0.81621 -1.79433 3.73161
H -1.11578 2.11997 2.51821
H -2.10553 0.80443 1.73324
H -0.11060 2.72122 -0.10469
H 2.89582 1.54279 -0.25744
H 2.55221 1.75749 2.11147
H -2.02135 -1.08827 0.15955
H -2.29527 -2.76428 -1.72470
H 0.64312 -0.93188 -4.12325
H 1.13870 0.86859 -2.40688
```

The value obtained for the HOMO-LUMO gap is 0.3147 Eh. The calculation puts the energy at -1123.103544 hartree. As for the net charge: +1.

=====

Question: Among the records above, which one has the lowest energy?
Answer: C8H10NO4S2

=====

Please write out number 4 again, unchanged.
# C8H10NP

One molecule with the formula C8H10NP at a distorted geometry (the ωB97M-V functional and the def2-TZVPD basis, the Open Molecules 2025 dataset).

```
20
C8H10NP, DFT the ωB97M-V functional and the def2-TZVPD basis
H -2.54957 2.45659 -0.28007
N -1.58335 2.18558 -0.24431
C -1.21940 0.99106 -0.45190
P -2.52302 -0.30937 -0.59541
C -2.08753 -1.33648 0.88333
C 0.25796 0.44463 -0.31745
C 1.14151 1.22739 0.41690
C 2.49825 0.79327 0.40941
C 2.95820 -0.33457 -0.27621
C 2.00290 -1.11283 -0.92721
C 0.66494 -0.78592 -0.80133
H -3.46635 0.49634 -0.06868
H -1.88728 -0.75702 1.68718
H -1.18411 -1.96947 0.73546
H -3.02519 -1.74903 1.22460
H 0.72813 2.19133 0.77416
H 3.28283 1.48146 0.96289
H 3.95915 -0.61084 -0.30171
H 2.21746 -2.02432 -1.49216
H -0.18552 -1.27780 -1.33748
```

The energy above the lowest of the compared OMol25 structures with the same formula, charge and spin comes out at 15.84 kcal per mole. The value obtained for the HOMO-LUMO gap is 0.3347 Eh. The calculation puts the energy at -706.878712 hartree.

=====

Please write out number 3 again, unchanged.
# C8H10NOP2

An isolated ion of composition C8H10NOP2 and charge +1 at a distorted geometry (the ωB97M-V functional and the def2-TZVPD basis, the Open Molecules 2025 dataset).

```
22
C8H10NOP2, DFT the ωB97M-V functional and the def2-TZVPD basis
C 0.24472 -0.86556 3.44528
C -0.40115 0.01988 2.89678
C -1.03575 1.11919 1.97311
P 0.01376 1.39210 0.43363
P 2.16982 1.09244 0.90860
O 2.46004 -0.40032 1.00387
C -0.37831 0.12743 -0.86256
C -1.38539 -0.98218 -0.76501
C -1.53460 -1.93112 -1.88853
N -0.87059 -2.01873 -3.10807
C 0.02777 -0.95781 -3.16374
C 0.34674 0.09748 -2.18127
H 0.81621 -1.79433 3.73161
H -1.11578 2.11997 2.51821
H -2.10553 0.80443 1.73324
H -0.11060 2.72122 -0.10469
H 2.89582 1.54279 -0.25744
H 2.55221 1.75749 2.11147
H -2.02135 -1.08827 0.15955
H -2.29527 -2.76428 -1.72470
H 0.64312 -0.93188 -4.12325
H 1.13870 0.86859 -2.40688
```

The value obtained for the HOMO-LUMO gap is 0.3147 Eh. The calculation puts the energy at -1123.103544 hartree. As for the net charge: +1.